# 1
{
  "formula": "C6H39N2O12",
  "method": "wB97M-V/def2-TZVPD",
  "elements": ["C", "C", "C", "C", "C", "N", "C", "N", "H", "H", "H", "H", "H", "H", "H", "H", "H", "H", "H", "H", "H", "H", "H", "H", "H", "O", "H", "H", "O", "H", "H", "O", "H", "H", "O", "H", "H", "O", "H", "H", "O", "H", "H", "O", "H", "H", "O", "H", "H", "O", "H", "H", "O", "H", "H", "O", "H", "H", "O"],
  "xyz": [[2.326962, 1.661793, 0.828177], [0.907228, 1.980554, 0.346806], [-0.054818, 2.701466, 1.433725], [-1.440952, 2.788558, 1.204502], [-2.059632, 2.760728, -0.008870], [-3.455661, 2.886120, -0.057764], [-2.233768, 3.247124, 2.384765], [0.228315, 0.645298, -0.228582], [2.724962, 2.483839, 1.408542], [2.898239, 1.337261, -0.103752], [2.379271, 0.877166, 1.579577], [0.904416, 2.551268, -0.640927], [0.110000, 2.074682, 2.428994], [0.450047, 3.685620, 1.553225], [-1.509813, 2.661122, -0.909167], [-3.902724, 3.139448, -0.914429], [-3.846090, 3.524459, 0.640837], [-1.664997, 3.662561, 3.226955], [-2.707593, 4.167254, 2.257100], [-2.945611, 2.571918, 2.680575], [-0.673428, 0.566302, 0.319303], [0.686555, -0.140299, 0.083568], [0.174006, 0.822725, -1.276954], [0.334096, -3.456395, 0.641413], [-0.572163, -4.566478, 1.022129], [-0.334956, -3.537009, 1.270617], [0.290966, -0.924870, -2.903226], [1.459885, -1.270814, -4.025041], [0.519559, -0.756610, -3.786131], [-1.266011, 1.381491, 3.545461], [-0.940002, 0.992583, 4.841858], [-0.776639, 0.661260, 3.922492], [1.590228, -1.911721, 4.313936], [2.493369, -0.896881, 4.775067], [2.045925, -1.039067, 4.027528], [2.216095, -1.411066, 2.198583], [1.030923, -1.712786, 1.220253], [1.864079, -1.302562, 1.189199], [3.486782, -1.695083, -1.801334], [1.958142, -2.042067, -1.665271], [2.606420, -1.691379, -2.250741], [2.303019, -3.557227, -0.181274], [1.248559, -3.801464, -1.460126], [1.511427, -3.345167, -0.611364], [-2.878905, -0.907720, 1.388829], [-3.125839, 0.569740, 0.832558], [-2.586099, -0.201932, 0.853268], [-1.874284, -0.754849, -1.207635], [-1.590991, -2.174120, -0.397213], [-1.114405, -1.500939, -1.018357], [3.079687, 0.299477, -2.936623], [1.723403, 0.624362, -3.362233], [2.260601, 0.799517, -2.647481], [-0.720952, -3.734070, -2.905044], [-0.542031, -3.126504, -4.279078], [-0.146027, -3.340859, -3.402258], [-1.909759, 1.080159, -2.783553], [-1.063607, -0.201135, -2.889497], [-1.085701, 0.711100, -2.477595]],
  "forces_ev_per_angstrom": [[-0.19, -0.35, -1.00], [-1.48, -0.16, -0.97], [5.35, -2.49, 0.85], [-2.89, 1.32, -2.02], [-0.03, 0.38, 2.35], [-0.50, 0.37, 0.45], [2.03, 1.02, 0.35], [-1.26, 4.46, 1.14], [0.39, 0.70, -0.66], [-0.28, 0.69, 1.50], [-0.51, -0.33, -0.34], [0.41, -0.11, 1.61], [0.06, 1.45, -1.90], [-0.39, -0.43, 0.29], [0.20, -0.36, -0.77], [0.26, -0.12, -0.75], [0.36, -0.48, -0.09], [0.65, -1.20, 0.14], [-1.50, 1.55, -1.24], [-1.83, -1.76, 1.08], [0.38, 0.11, -1.60], [2.16, -2.23, 0.25], [-0.40, -1.10, 1.84], [2.22, 0.68, -2.04], [0.51, 3.82, 1.42], [-3.24, -4.55, 0.81], [0.75, -1.30, 1.96], [-3.98, 1.62, 1.66], [3.60, -1.19, -4.27], [-0.53, 0.40, -1.31], [0.71, -1.13, -0.46], [-0.38, 0.57, 1.95], [0.68, 2.03, -1.12], [3.27, 1.53, 4.49], [-3.91, -3.73, -3.39], [-1.23, 0.73, -3.16], [-1.82, -1.10, 0.26], [2.94, 0.14, 3.17], [-1.40, -0.17, -0.32], [-0.44, -0.40, 1.19], [2.67, 0.26, -1.15], [2.00, -1.03, 0.24], [1.27, 0.20, 1.41], [-3.37, 0.11, -1.85], [-0.96, -0.70, 1.12], [-1.15, 0.67, 0.42], [1.88, 0.35, -1.35], [2.78, -2.86, 1.16], [1.38, 1.78, -1.57], [-3.90, 0.36, 0.49], [-1.40, 0.98, 1.01], [-2.45, -0.42, -2.39], [3.83, 0.92, 1.77], [-5.68, -3.59, 4.27], [0.42, -0.31, 1.23], [5.21, 3.50, -5.26], [-0.37, 0.43, -0.30], [-0.26, 1.77, 0.22], [-0.67, -1.31, -0.81]],
  "mulliken_charge": [-1.244, 0.147, -0.350, 1.188, -0.513, -0.471, -3.259, 1.351, 0.454, 0.253, 0.055, 0.286, 0.294, 0.472, 0.496, 0.235, 0.194, 0.414, 0.782, 0.619, 0.102, -0.199, 0.103, 0.367, 0.358, -0.654, 0.471, 0.370, -0.820, 0.205, 0.332, -0.546, 0.325, 0.237, -0.590, 0.387, 0.025, -0.656, 0.313, 0.297, -0.631, 0.261, 0.299, -0.669, 0.223, 0.261, -0.496, 0.340, 0.253, -0.563, 0.297, 0.309, -0.539, 0.233, 0.273, -0.534, 0.245, 0.219, -0.611],
  "spin_multiplicity": 1,
  "homo_lumo_gap_ha": 0.31564,
  "total_energy_ev": -34395.42204,
  "homo_energy_ev": -10.909,
  "fmax_ev_per_a": 8.19,
  "de_lowest_ev": 6.712,
  "lumo_energy_ev": -2.320,
  "total_charge": 1,
  "molar_mass_da": 331.38
}



# 2
{
  "formula": "C6H39NO14",
  "method": "wB97M-V/def2-TZVPD",
  "elements": ["C", "O", "C", "C", "C", "C", "N", "C", "H", "H", "H", "H", "H", "H", "H", "H", "H", "H", "H", "H", "H", "H", "H", "O", "H", "H", "O", "H", "H", "O", "H", "H", "O", "H", "H", "O", "H", "H", "O", "H", "H", "O", "H", "H", "O", "H", "H", "O", "H", "H", "O", "H", "H", "O", "H", "H", "O", "H", "H", "O"],
  "xyz": [[-1.906434, -0.352667, -3.083673], [-0.830854, 0.320641, -3.786712], [-1.454723, -1.467846, -2.114690], [-0.358929, -0.906980, -1.154896], [-0.107486, -1.650246, 0.064214], [-0.115849, -1.101406, 1.253625], [0.257672, -1.743756, 2.405934], [0.479852, -3.042345, -0.249948], [-2.428863, 0.437926, -2.600025], [-2.630086, -0.716750, -3.917920], [-0.047452, -0.309136, -3.694633], [-1.060025, -2.508628, -2.473174], [-2.362968, -1.840120, -1.551711], [-0.610438, 0.129615, -1.042894], [0.654466, -0.794290, -1.661997], [-0.547151, -0.171907, 1.486283], [1.031111, -2.375393, 2.269587], [0.550928, -1.049704, 3.213755], [1.235611, -3.261302, -0.994627], [0.833163, -3.609936, 0.643999], [-0.350685, -3.659939, -0.642482], [1.857153, -0.973202, -3.316589], [0.993841, -2.096292, -3.093339], [1.153668, -1.348703, -3.716164], [-3.417250, 1.020032, 2.123576], [-3.754018, 2.654123, 1.866733], [-3.244520, 1.891229, 2.498127], [-2.921094, 3.626183, 0.695393], [-3.182389, 2.476336, -0.264022], [-3.733652, 3.069654, 0.276749], [3.608122, 0.916700, -2.763408], [2.373213, 0.868598, -1.857442], [2.909562, 0.280558, -2.479219], [3.776234, 0.004805, -0.550661], [4.998125, -0.001307, 0.159125], [4.211271, -0.469289, 0.032277], [1.062636, 1.432834, 2.698483], [1.507786, 0.721400, 1.430631], [1.897919, 1.122115, 2.243224], [-0.797793, 4.445591, 0.535252], [-0.714191, 2.887960, 1.056820], [-1.078956, 3.538808, 0.353972], [1.098391, 2.411129, -2.592755], [0.047131, 1.511355, -1.897478], [0.942049, 1.977321, -1.740401], [-1.770706, -2.935653, 1.963504], [-1.907579, -3.666704, 0.649186], [-2.438923, -3.267007, 1.315788], [2.635028, 2.862711, -0.216432], [3.476278, 1.825661, 0.523533], [3.242650, 2.165468, -0.325302], [-0.852467, 2.499678, 3.596302], [-1.662485, 1.829594, 2.450802], [-0.629187, 2.046222, 2.668557], [-3.507482, -1.353449, 1.527439], [-2.306533, -1.111244, 1.021277], [-3.033388, -0.553796, 1.285245], [3.273325, -1.501546, 2.877442], [2.729927, -0.111411, 3.074907], [2.927436, -1.022270, 3.520845]],
  "forces_ev_per_angstrom": [[0.03, -1.19, -3.07], [0.38, -1.11, 1.27], [0.21, -1.63, 0.62], [0.14, 0.79, -2.14], [1.83, -1.34, -1.42], [0.24, -0.53, 0.95], [0.89, 1.22, 3.27], [-1.35, -1.23, 1.57], [-0.58, 0.37, 1.03], [1.00, 0.13, 1.54], [-0.80, 0.87, -0.67], [-0.70, 2.06, -0.50], [0.82, 0.83, -0.19], [-0.47, 0.57, 1.00], [-1.45, -0.37, 0.38], [-0.50, 1.33, -0.37], [0.08, -0.12, 0.22], [-0.77, -2.08, -2.29], [0.49, 1.12, -0.30], [-0.30, 0.54, -0.47], [0.09, 0.05, 0.19], [4.35, 2.79, 1.79], [-0.20, 0.51, -1.04], [-3.46, -3.84, -1.37], [-0.29, -0.16, -0.40], [1.74, -3.57, 1.58], [-1.10, 2.80, -0.73], [-2.23, -1.54, -1.86], [-0.46, 0.04, 0.21], [2.36, 2.15, 0.96], [-0.64, -0.92, 0.18], [0.38, -0.74, -0.96], [0.44, 1.60, 0.67], [-3.63, 3.38, -4.91], [2.03, 0.86, 0.47], [1.74, -4.54, 4.53], [0.91, -0.18, -0.54], [0.64, 0.29, 0.63], [-1.35, 0.18, -0.42], [0.31, -0.49, 0.24], [-0.45, 1.98, -0.96], [0.38, -1.06, 0.92], [-0.14, -0.10, 0.15], [2.03, 1.13, 0.03], [-2.16, -0.63, -0.50], [-0.50, -0.42, -0.41], [0.54, -0.54, -0.87], [-0.02, 0.72, 1.60], [-1.22, 1.13, 0.39], [0.00, -0.14, 1.14], [1.34, -0.86, -1.30], [1.04, -1.29, -2.95], [1.41, 0.45, 0.44], [-2.84, 0.93, 2.79], [-1.40, 0.11, 0.43], [1.48, 0.39, -0.78], [-0.54, -0.50, 0.13], [2.65, -3.46, -4.55], [0.30, -1.97, 0.96], [-2.71, 5.22, 3.72]],
  "mulliken_charge": [-0.630, -0.617, -0.466, 1.398, 0.908, -2.295, -0.465, -1.807, 0.290, 0.300, 0.526, 0.285, 0.328, -0.222, -0.357, 1.654, 0.183, 0.290, 0.279, 0.390, 0.381, 0.353, 0.390, -0.716, 0.466, 0.435, -0.811, 0.458, 0.341, -0.773, 0.381, 0.315, -0.764, 0.362, 0.286, -0.548, 0.453, 0.323, -0.797, 0.277, 0.448, -0.734, 0.268, 0.222, -0.556, 0.342, 0.317, -0.783, 0.274, 0.273, -0.615, 0.268, 0.384, -0.735, 0.173, 0.349, -0.705, 0.272, 0.442, -0.684],
  "spin_multiplicity": 1,
  "homo_lumo_gap_ha": 0.31514,
  "total_energy_ev": -37007.54495,
  "homo_energy_ev": -8.543,
  "fmax_ev_per_a": 6.98,
  "de_lowest_ev": 6.051,
  "lumo_energy_ev": 0.033,
  "total_charge": 0,
  "molar_mass_da": 349.37
}



# 3
{
  "formula": "C6H39NO14",
  "method": "wB97M-V/def2-TZVPD",
  "elements": ["C", "C", "C", "C", "C", "N", "C", "O", "H", "H", "H", "H", "H", "H", "H", "H", "H", "H", "H", "H", "H", "H", "H", "O", "H", "H", "O", "H", "H", "O", "H", "H", "O", "H", "H", "O", "H", "H", "O", "H", "H", "O", "H", "H", "O", "H", "H", "O", "H", "H", "O", "H", "H", "O", "H", "H", "O", "H", "H", "O"],
  "xyz": [[0.639510, -1.668161, 0.184621], [0.356279, -0.364738, -0.570806], [-0.666245, 0.566303, 0.061475], [-1.970516, -0.082400, 0.537523], [-2.743005, 0.651699, 1.335080], [1.620202, 0.358412, -0.809007], [1.847610, 0.852075, -2.162523], [2.978949, 0.270534, -2.816717], [1.326604, -2.322500, -0.353417], [1.133322, -1.380272, 1.107025], [-0.291572, -2.196583, 0.257044], [-0.016761, -0.646535, -1.563407], [-0.421099, 1.315425, 0.811148], [-0.997111, 1.162954, -0.793989], [-2.369862, -1.023715, 0.168078], [-2.722492, 1.728065, 1.462422], [-3.700295, 0.220364, 1.606754], [2.456099, -0.040213, -0.407739], [1.025102, 0.652478, -2.853132], [2.102300, 1.914615, -2.032698], [3.592845, 0.057417, -2.107733], [-1.448178, 4.123761, 1.657525], [-1.092797, 3.452674, 0.291298], [-1.683054, 4.074795, 0.728183], [-3.265483, -1.608627, -2.496457], [-2.453807, -2.644974, -1.680248], [-2.609468, -2.302601, -2.575765], [0.199944, 2.323108, -1.677820], [-0.751046, 3.655046, -2.020436], [-0.120877, 3.197238, -1.469582], [-0.771480, -1.317184, 2.599253], [-1.401765, -0.971269, 3.987273], [-0.885208, -1.618778, 3.502131], [4.104377, 1.358189, 0.701802], [4.988287, 0.351559, 1.303952], [4.900249, 0.853142, 0.483682], [-0.649114, -4.121297, 2.397789], [0.695985, -3.548964, 2.547934], [0.037689, -3.710272, 1.859632], [0.378707, -4.974814, -0.085978], [-0.180444, -4.989387, -1.557929], [-0.412539, -5.023083, -0.626792], [-0.252475, -2.115181, -3.140555], [1.161503, -2.100683, -3.835510], [0.470472, -2.655195, -3.464302], [-2.544933, 1.949859, -2.908939], [-1.253643, 1.260874, -3.345041], [-1.730732, 2.091945, -3.404880], [1.904183, 0.719278, 4.603823], [0.936990, 1.997847, 5.000597], [1.488357, 1.264741, 5.263384], [0.916865, 3.745669, 1.828489], [0.748355, 2.361952, 2.640639], [0.432862, 3.251799, 2.523042], [-2.221316, -3.177433, 0.208722], [-3.117219, -3.805691, -0.835869], [-3.151319, -3.270069, -0.044210], [1.095842, 3.839707, -0.262622], [2.518424, 4.244256, -0.141870], [1.837945, 3.812839, 0.385646]],
  "forces_ev_per_angstrom": [[0.12, 1.23, -0.97], [1.73, -0.61, 0.13], [-1.92, -0.59, -1.10], [0.60, 1.27, 0.32], [-1.65, -0.63, -0.70], [-0.90, 0.15, -0.93], [1.67, 0.32, 0.76], [-0.42, -0.38, 0.29], [-0.03, 0.17, -0.23], [-0.36, -0.36, 0.61], [-0.08, -0.23, 0.70], [-0.26, -0.04, 0.12], [0.94, -0.38, 0.09], [-0.05, 0.22, 0.12], [0.47, -0.10, 0.24], [0.91, -0.04, 0.46], [-0.07, -0.03, 0.18], [-0.12, -0.22, 0.05], [-0.34, 0.29, 0.35], [-0.43, 0.06, -0.64], [0.41, -0.01, -0.15], [0.34, -0.31, 0.03], [0.15, 0.03, 0.21], [-0.66, 0.34, -0.29], [-0.17, 0.01, 0.24], [-0.27, 0.75, -0.42], [0.74, -0.13, -0.35], [-0.58, 0.14, -0.89], [-0.11, -0.84, -0.83], [0.97, 1.29, 1.85], [-0.29, 0.25, -0.11], [-0.01, 0.22, -0.26], [0.28, -0.46, 0.46], [0.04, 0.33, -0.38], [0.44, -0.19, -0.16], [-0.65, -0.10, 0.48], [-0.31, -0.04, -0.22], [0.12, 0.27, -0.18], [0.18, -0.74, 0.76], [0.13, 0.18, -0.09], [0.40, 0.03, 0.01], [-0.74, 0.00, -0.07], [-0.18, 0.24, -0.16], [-0.13, 0.26, 0.11], [0.22, -0.60, 0.08], [-0.01, -0.03, -0.04], [-0.04, -0.18, -0.09], [-0.22, 0.06, -0.08], [-0.35, 0.40, -0.77], [0.13, -0.03, -0.95], [0.19, -0.33, 1.70], [0.32, -0.87, 0.43], [0.53, -0.17, -0.44], [-0.89, 0.86, 0.55], [-0.06, -0.43, 0.30], [-0.28, -0.84, 0.04], [0.33, 0.45, 0.28], [0.04, -0.36, 0.35], [0.34, 0.12, 0.39], [-0.12, 0.34, -1.16]],
  "mulliken_charge": [-1.204, 1.525, 1.042, -0.649, -1.122, 0.086, -0.227, -0.603, 0.331, 0.502, -0.122, -0.710, -0.467, -0.120, 0.460, 0.338, 0.319, 0.327, 0.087, 0.236, 0.350, 0.370, 0.266, -0.683, 0.329, 0.267, -0.612, 0.107, 0.221, -0.523, 0.404, 0.286, -0.670, 0.294, 0.323, -0.631, 0.264, 0.254, -0.516, 0.288, 0.318, -0.606, 0.259, 0.306, -0.593, 0.316, 0.288, -0.633, 0.289, 0.327, -0.606, 0.421, 0.159, -0.639, 0.378, 0.318, -0.729, 0.378, 0.321, -0.689],
  "spin_multiplicity": 1,
  "homo_lumo_gap_ha": 0.34263,
  "total_energy_ev": -37007.86657,
  "homo_energy_ev": -9.485,
  "fmax_ev_per_a": 2.45,
  "de_lowest_ev": 5.729,
  "lumo_energy_ev": -0.162,
  "total_charge": 0,
  "molar_mass_da": 349.37
}